Computed, not measured: a molecular structure, C10H16ClInRhSe, with wB97M-V/def2-TZVPD.

The HOMO energy (alpha / beta) is -3.47 / -4.64 eV. For the orbital gap (alpha / beta), the calculation gives 6.03 / 6.08 eV. The LUMO energy (alpha / beta) is 2.567 / 1.441 eV.

ORCA input file:
```
! RIJCOSX wB97M-V def2-TZVPD def2/J DEFGRID3
* xyz -1 5
C 0.04 1.64 3.73
H 3.47 0.39 -1.77
H -0.52 -1.44 -3.67
Rh 1.60 -1.26 -2.37
C -0.40 -1.69 -2.60
H -0.69 -0.70 6.14
C 0.91 0.86 2.91
H 1.96 1.36 -1.69
H -1.28 1.63 5.45
C -0.23 -0.25 5.25
H -1.15 -1.20 -1.95
C -1.52 -0.37 0.66
H -2.52 0.08 0.59
H -0.21 2.65 3.42
H 2.05 -0.96 2.79
Cl 2.13 -1.52 -4.50
C 2.49 0.58 -2.28
Se 1.45 1.49 1.22
H -0.43 3.51 -1.76
In -0.34 0.87 -0.81
H 1.00 -1.99 4.81
H -0.45 -2.79 -2.42
C 0.72 -0.98 4.52
H -1.16 -0.28 1.70
C -1.24 2.76 -1.49
H -1.60 -1.44 0.41
C 1.31 -0.41 3.38
H 2.58 0.81 -3.36
H -2.04 2.45 -2.25
C -0.56 1.06 4.87
*
```